12 unconnected molecules or ions with the total composition C38H107N7O12 in a non-equilibrium geometry, computed with ωB97M-V with the def2-TZVPD basis set.

XYZ file:
```
164
Properties=species:S:1:pos:R:3:forces:R:3
C 11.005 13.151 15.789 -0.64 0.77 0.56
O 10.040 13.825 16.685 0.92 -1.52 -1.01
C 9.429 12.839 17.549 0.74 1.51 0.65
C 9.180 13.430 18.937 -0.10 0.37 0.79
C 8.176 14.631 18.865 0.91 -0.99 -0.82
N 10.386 13.830 19.713 -0.71 0.85 -1.30
H 11.288 13.744 14.919 -0.39 0.71 0.23
H 10.578 12.250 15.349 -0.01 -0.29 0.39
H 11.934 12.985 16.335 -0.06 -0.40 0.16
H 8.464 12.545 17.134 0.02 -0.31 -0.11
H 10.090 11.991 17.728 0.06 -0.22 -0.47
H 8.825 12.573 19.510 -1.08 -0.09 -0.15
H 8.113 15.276 19.742 -0.12 -0.44 0.19
H 7.220 14.231 18.526 -0.25 0.22 0.36
H 8.536 15.259 18.050 -0.01 0.16 -0.02
H 11.128 13.146 19.679 0.20 -0.14 0.21
H 10.030 13.974 20.647 0.54 -0.09 0.26
C 17.922 12.429 11.639 -0.27 0.15 0.51
O 18.757 13.536 11.354 -1.09 -0.92 0.89
C 18.666 13.915 10.000 1.88 0.44 0.84
C 19.659 13.053 9.171 -1.50 0.89 0.50
C 21.068 13.112 9.750 -0.71 -0.53 -0.34
N 19.579 13.522 7.809 0.45 0.07 -1.09
H 17.932 12.191 12.702 0.41 0.26 0.01
H 18.192 11.515 11.110 0.13 -0.01 -0.25
H 16.884 12.684 11.426 -0.21 -0.03 -0.29
H 17.651 14.059 9.630 -0.31 -0.79 -0.13
H 19.031 14.938 10.086 0.32 0.25 -0.78
H 19.325 12.016 9.181 -0.06 -0.12 -0.02
H 21.395 14.150 9.805 0.38 -0.11 -0.11
H 21.661 12.458 9.110 0.46 0.48 -0.09
H 21.095 12.657 10.740 -0.12 0.24 0.08
H 19.854 14.491 7.730 0.44 0.19 0.18
H 18.625 13.544 7.476 -0.23 -0.39 0.02
C 16.944 15.650 21.668 -1.04 0.05 0.13
O 15.649 16.304 21.661 0.76 -0.59 -0.73
C 14.723 15.614 20.819 -0.28 0.80 -0.72
C 14.906 15.783 19.242 -0.98 1.67 0.37
C 14.927 17.306 18.815 1.48 0.10 1.04
N 13.708 15.280 18.556 0.15 -0.57 0.22
H 17.434 15.665 20.695 0.04 0.24 -0.09
H 16.806 14.602 21.938 0.00 -0.21 0.08
H 17.573 16.111 22.429 -0.15 0.19 -0.17
H 14.597 14.590 21.169 0.47 -0.42 -0.44
H 13.736 16.036 21.014 -0.01 0.44 0.12
H 15.739 15.198 18.855 0.38 0.31 0.10
H 15.633 17.890 19.405 0.29 -0.05 0.17
H 13.989 17.841 18.961 -0.37 -0.58 0.25
H 15.201 17.507 17.779 0.03 -0.60 -0.19
H 13.874 15.480 17.580 0.27 -0.66 -0.48
H 12.984 15.973 18.685 -0.74 -0.15 0.83
C 20.304 12.785 14.972 0.02 0.44 0.12
O 20.220 13.432 16.224 -0.60 -0.45 0.43
C 18.980 13.114 16.824 -0.82 0.16 0.84
C 18.675 14.016 18.036 1.13 -0.18 0.18
C 18.614 15.483 17.703 -0.67 -0.05 -0.52
N 19.724 13.912 19.057 -0.52 -0.16 0.21
H 20.115 11.712 15.014 0.07 -0.23 0.28
H 21.312 12.947 14.592 -0.20 0.12 -0.24
H 19.513 13.236 14.371 0.20 -0.03 -0.75
H 18.115 13.130 16.162 -0.04 0.76 -0.90
H 18.898 12.066 17.114 0.69 -0.37 0.45
H 17.711 13.710 18.442 0.05 -0.20 0.12
H 19.564 15.815 17.285 -0.15 0.11 -0.12
H 18.372 16.077 18.585 0.10 -0.09 0.02
H 17.792 15.588 16.995 0.11 0.54 -0.37
H 19.734 12.992 19.473 0.23 -0.18 -0.03
H 20.593 14.072 18.567 0.35 -0.15 0.18
C 16.693 16.102 11.955 1.30 0.21 0.21
O 17.890 16.877 11.746 -0.16 0.73 -0.13
C 18.585 17.427 12.891 -0.67 -0.24 -0.56
C 19.550 16.404 13.409 1.81 -0.84 1.48
C 20.412 16.869 14.582 -0.34 1.27 0.57
N 20.512 16.017 12.364 -1.13 0.65 -1.07
H 16.220 15.995 10.979 0.01 0.08 0.04
H 15.989 16.546 12.659 0.03 0.32 0.04
H 16.989 15.117 12.316 -0.18 -0.16 0.07
H 19.144 18.328 12.642 0.05 -0.08 -0.87
H 17.848 17.813 13.596 -0.09 -0.56 0.55
H 19.009 15.488 13.646 -0.47 -0.01 0.62
H 21.029 16.103 15.053 -0.22 -0.19 -0.18
H 19.889 17.420 15.363 -0.65 -0.57 0.32
H 21.072 17.684 14.285 0.37 -0.25 -0.70
H 19.840 15.620 11.723 0.52 -0.25 -0.92
H 21.122 15.250 12.607 -0.09 -0.06 0.59
C 18.718 7.859 13.853 -0.52 0.61 0.94
O 18.752 9.184 14.460 0.28 -0.62 -0.45
C 17.619 10.043 14.382 -0.10 -0.66 0.31
C 16.467 9.725 15.395 -0.73 -0.33 -0.59
C 15.229 10.598 15.052 0.34 -0.10 0.23
N 16.837 9.794 16.823 0.95 0.38 -0.45
H 19.712 7.565 13.514 0.07 0.41 0.17
H 18.037 7.742 13.010 -0.17 0.49 -0.10
H 18.397 7.158 14.623 0.01 -0.21 -0.03
H 18.045 11.044 14.454 -0.21 0.12 0.61
H 17.213 10.011 13.371 -0.36 -0.23 -0.13
H 16.199 8.685 15.208 -0.14 -0.21 -0.48
H 14.876 10.458 14.031 0.43 0.05 -0.29
H 15.477 11.644 15.228 -0.02 0.15 -0.10
H 14.326 10.386 15.625 0.29 -0.23 0.52
H 17.794 9.472 16.844 0.72 0.39 0.04
H 16.436 9.044 17.367 -0.90 0.01 -0.13
C 9.716 13.234 10.051 -0.04 -1.15 0.58
O 11.007 12.701 10.178 1.05 -0.33 -0.23
C 11.506 12.619 11.497 1.37 0.03 -0.18
C 12.969 12.011 11.462 -0.52 -1.10 -1.78
C 13.980 12.617 10.457 -0.51 1.46 0.58
N 12.893 10.583 11.009 -0.50 -0.04 0.99
H 9.110 12.666 10.757 -0.56 0.52 0.42
H 9.310 12.922 9.089 0.30 0.56 -0.24
H 9.723 14.308 10.237 -0.35 0.05 -0.11
H 11.501 13.593 11.988 0.38 0.45 -0.21
H 10.867 12.040 12.163 -0.10 -0.69 -0.21
H 13.367 11.992 12.476 -0.06 0.19 0.02
H 14.945 12.109 10.478 -0.15 -0.24 0.16
H 14.191 13.666 10.662 0.07 0.28 0.09
H 13.599 12.593 9.435 -0.16 -0.21 0.09
H 13.841 10.258 10.881 0.14 -0.15 0.15
H 12.489 10.514 10.086 -0.32 0.30 -0.11
C 15.695 12.001 19.682 0.32 -0.30 -0.47
C 14.365 11.928 18.956 -0.05 -0.23 0.84
O 13.434 12.721 19.662 -0.53 -0.89 0.30
H 15.626 11.625 20.703 -0.22 0.47 0.13
H 15.983 13.049 19.604 0.26 0.01 0.62
H 16.490 11.411 19.226 -0.06 -0.05 -0.41
H 13.938 10.925 18.976 0.20 -0.17 -0.33
H 14.487 12.283 17.933 -0.09 -0.10 -0.26
H 13.557 13.631 19.380 -0.21 1.06 -0.58
C 11.607 18.111 17.120 -0.21 -0.43 -0.62
C 10.622 17.045 17.559 0.48 0.94 0.43
O 11.036 16.603 18.828 0.17 0.02 0.22
H 11.329 18.386 16.102 0.17 0.40 -0.03
H 12.597 17.656 17.083 0.11 0.12 -0.07
H 11.651 18.989 17.765 -0.18 -0.08 0.03
H 10.631 16.220 16.847 -0.24 -0.01 -0.11
H 9.627 17.473 17.687 -0.33 -0.01 -0.51
H 10.694 15.710 18.918 0.09 -0.85 0.69
C 11.559 16.444 12.244 -0.08 0.47 0.29
C 11.808 17.274 13.541 0.54 -0.12 -1.42
O 13.119 17.796 13.424 1.40 -0.78 -0.27
H 11.227 17.074 11.419 0.02 0.15 0.06
H 10.836 15.633 12.328 -0.14 0.17 0.38
H 12.493 15.990 11.914 0.15 0.02 0.19
H 11.774 16.625 14.416 -0.56 0.18 0.21
H 11.238 18.202 13.577 -1.14 -0.67 0.38
H 13.201 18.593 13.953 -0.30 0.34 0.30
C 15.673 19.484 14.775 -0.36 0.07 0.49
C 14.622 20.529 14.469 0.07 -0.02 -1.18
O 13.326 20.124 14.935 0.51 0.27 0.84
H 15.355 18.477 14.505 0.13 0.04 -0.22
H 15.832 19.503 15.853 0.10 -0.17 0.09
H 16.619 19.751 14.304 -0.09 -0.11 -0.15
H 14.449 20.686 13.405 0.64 -0.09 -0.33
H 15.014 21.474 14.844 -0.59 0.19 0.48
H 12.803 20.918 15.067 -0.21 -0.06 0.03
C 14.744 14.247 13.850 0.42 -0.73 1.15
C 15.222 14.922 15.168 0.06 -0.56 -1.22
O 14.239 15.760 15.760 0.53 -0.36 -0.38
H 14.042 13.455 14.111 -0.62 0.34 -0.09
H 15.568 13.650 13.459 0.34 0.24 -0.23
H 14.373 14.903 13.063 -0.08 0.11 0.27
H 16.164 15.428 14.960 0.01 0.63 0.01
H 15.523 14.141 15.867 -0.45 -0.05 0.30
H 14.062 16.439 15.105 -0.32 0.47 -0.22
```
Positions in Å, forces in eV/Å.

Results
- HOMO level (eV) = -8.835

Löwdin atomic charge list, values in e, 2 entries: atom 1 (C): -0.063, atom 2 (O): -0.200



A molecular structure, C10H10Br12F2O6 in a non-equilibrium geometry, computed with ωB97M-V with the def2-TZVPD basis set.

XYZ file:
```
40
Properties=species:S:1:pos:R:3:forces:R:3
C 1.610 0.406 -1.573 -0.40 0.13 -1.02
C 2.342 0.624 -2.904 -0.61 -0.82 2.06
O 3.663 0.643 -2.432 1.20 -0.93 0.16
C 3.750 0.019 -1.169 3.75 0.81 0.35
O 4.773 -0.161 -0.514 -2.58 0.50 -2.30
O 2.560 -0.272 -0.754 -2.12 -0.48 0.55
F 1.993 1.804 -3.405 0.08 1.44 -0.54
H 0.700 -0.156 -1.782 0.04 -0.08 0.84
H 1.447 1.400 -1.156 -0.41 -0.09 0.10
H 2.036 -0.106 -3.654 1.00 -0.39 -0.13
C -2.440 1.975 -4.539 -0.13 -0.35 -3.49
C -1.700 3.114 -3.904 0.88 -2.49 -1.45
O -1.103 2.342 -2.893 0.75 1.30 2.03
C -1.933 1.332 -2.531 2.70 -2.61 2.63
O -1.750 0.640 -1.517 -0.79 2.12 -2.30
O -2.677 1.029 -3.546 -1.82 -0.50 0.78
F -2.555 3.968 -3.448 -1.80 2.40 1.75
H -1.793 1.462 -5.251 0.16 0.21 -0.28
H -3.362 2.198 -5.077 -0.01 0.30 0.37
H -0.955 3.646 -4.496 0.20 -0.42 0.06
C 2.027 -4.294 0.199 0.62 0.59 -0.42
Br 3.667 -3.442 -0.509 -0.62 -0.47 0.36
Br 1.453 -5.723 -1.006 -0.06 0.94 0.76
Br 0.752 -2.815 0.621 0.37 -1.27 -0.44
H 2.304 -4.712 1.167 -0.24 -0.02 -0.35
C 2.745 -0.498 4.680 1.37 -0.36 -0.29
Br 4.040 -0.851 6.164 -1.27 0.73 -1.16
Br 3.518 -0.990 2.960 -0.40 0.42 0.65
Br 2.237 1.467 4.566 0.04 -1.29 0.01
H 1.866 -1.128 4.817 -0.01 0.63 0.24
C -4.771 -0.850 4.689 -0.25 0.08 0.26
Br -6.399 0.263 4.366 0.93 -1.04 0.24
Br -5.023 -2.822 4.811 -0.09 1.45 -0.19
Br -3.826 -0.202 6.282 -0.36 -0.25 -0.64
H -4.133 -0.643 3.830 -0.15 -0.26 0.31
C -1.006 0.187 1.632 -0.11 -0.12 1.19
Br -2.890 0.599 1.531 0.93 -0.05 0.25
Br -0.533 -0.957 3.247 -0.69 1.03 -1.23
Br 0.108 1.874 1.770 -0.38 -1.16 0.15
H -0.743 -0.370 0.733 0.28 0.37 0.14
```
Positions in Å, forces in eV/Å.

Results
- 2S+1 = 2
- expectation value of S² = 0.756
- HOMO level (alpha / beta) (eV) = -12.221 / -12.221
- charge = +1

Löwdin atomic charge list, values in e, 2 entries: atom 1 (C): -0.061, atom 2 (C): -0.338



2 unconnected molecules or ions with the total composition C3H3O3 in a non-equilibrium geometry, computed with ωB97M-V with the def2-TZVPD basis set.

XYZ file:
```
9
Properties=species:S:1:pos:R:3:forces:R:3
O -0.728 0.085 2.093 0.75 -0.94 -0.15
C 0.166 -0.281 1.388 0.63 2.28 -2.76
H 1.221 0.236 1.269 -1.43 -1.56 1.20
O 0.009 -0.954 0.158 0.00 0.44 1.56
C 1.641 0.272 -1.790 0.73 0.43 -1.21
C 2.531 0.888 -1.070 -1.37 -0.51 2.14
O 2.965 1.194 -0.003 0.57 0.19 -1.53
H -0.898 -0.823 -0.158 -0.16 -0.35 0.42
H 1.126 0.410 -2.734 0.28 0.01 0.33
```
Positions in Å, forces in eV/Å.

Results
- 2S+1 = 2
- expectation value of S² = 0.762
- HOMO level (alpha / beta) (eV) = -10.189 / -9.696

Löwdin atomic charge list, values in e, 2 entries: atom 1 (O): 0.075, atom 2 (C): -0.328



2 unconnected molecules or ions with the total composition CH3NO2S in a non-equilibrium geometry, computed with ωB97M-V with the def2-TZVPD basis set.

XYZ file:
```
8
Properties=species:S:1:pos:R:3:forces:R:3
C -1.741 0.205 0.259 -2.61 -0.55 0.89
N 2.039 -0.952 -0.513 -0.67 0.65 -0.01
O 1.832 1.456 -0.751 0.15 0.62 0.32
O -1.034 0.565 1.148 0.47 0.09 0.08
S 1.642 0.358 0.161 0.45 -0.59 -0.92
H -1.510 0.231 -0.796 0.61 0.07 -0.68
H -2.815 -0.171 0.491 1.29 0.37 -0.30
H 1.587 -1.692 0.001 0.31 -0.66 0.63
```
Positions in Å, forces in eV/Å.

Results
- HOMO level (eV) = -10.436

Löwdin atomic charge list, values in e, 2 entries: atom 1 (C): -0.152, atom 2 (N): -0.287



A molecular structure, C22H43N2P3SSc in a non-equilibrium geometry, computed with ωB97M-V with the def2-TZVPD basis set.

XYZ file:
```
72
Properties=species:S:1:pos:R:3:forces:R:3
Sc -0.566 0.028 0.255 3.54 0.41 0.12
P 2.082 0.778 1.450 0.96 0.80 0.44
P -2.316 1.720 0.600 -0.32 -0.04 -0.01
P 0.524 1.805 -1.702 1.05 1.27 -0.82
H 1.316 -3.990 -0.387 0.25 -0.43 0.36
C 2.290 -3.575 -0.130 -0.29 1.01 0.80
C 2.485 -2.837 0.981 -0.71 0.64 -0.64
H 1.762 -2.592 1.804 0.28 -0.85 -1.03
C 2.624 -0.172 2.928 -0.12 -0.32 0.06
C 2.119 2.441 2.308 -0.38 -0.05 -0.42
C 3.681 0.894 0.533 -0.37 -0.14 -0.16
C -3.658 1.242 -0.513 0.00 0.21 0.10
C -3.047 1.660 2.248 -0.07 0.13 -0.07
C -1.989 3.460 0.291 0.06 -0.19 0.09
C 1.992 1.081 -2.592 -0.29 -0.35 0.15
C 1.273 3.416 -1.111 -0.20 0.22 0.12
C -0.442 2.395 -3.186 -0.15 -0.60 0.34
H 3.070 -3.690 -0.880 -0.08 0.07 0.22
H 3.350 -2.187 1.075 0.46 -0.72 0.00
H 2.817 -1.212 2.678 0.12 0.19 0.19
H 1.864 -0.151 3.718 0.34 0.06 -0.21
H 3.553 0.282 3.299 -0.30 -0.10 -0.07
H 1.364 2.502 3.102 0.20 -0.02 -0.10
H 1.939 3.264 1.604 0.14 -0.20 0.26
H 3.106 2.556 2.775 -0.24 0.00 -0.20
H 3.755 0.028 -0.144 0.25 0.39 0.22
H 4.477 0.871 1.296 -0.18 0.04 -0.50
H 3.735 1.836 -0.047 0.06 -0.58 0.32
H -4.400 2.005 -0.266 -0.52 -0.31 -0.52
H -4.022 0.232 -0.261 -0.09 0.44 -0.12
H -3.351 1.294 -1.571 -0.23 0.04 0.41
H -3.869 2.374 2.152 -0.21 -0.19 0.59
H -2.322 1.985 3.012 -0.53 0.00 -0.31
H -3.402 0.643 2.476 -0.01 0.45 0.00
H -2.849 3.918 0.780 0.12 0.66 -0.24
H -1.971 3.649 -0.791 0.00 0.17 0.38
H -1.049 3.767 0.774 -0.49 0.04 -0.16
H 1.853 1.263 -3.674 0.22 -0.14 0.57
H 2.011 -0.009 -2.405 0.29 0.48 -0.22
H 2.926 1.558 -2.254 -0.38 -0.35 -0.14
H 1.512 4.082 -1.974 -0.15 -0.65 0.55
H 2.200 3.240 -0.538 -0.45 0.03 -0.34
H 0.570 3.962 -0.456 0.41 -0.21 -0.39
H -0.238 1.663 -3.997 -0.51 0.45 0.49
H -0.108 3.390 -3.531 -0.18 -0.47 0.33
H -1.506 2.400 -2.901 0.27 0.16 -0.58
C -1.111 -2.541 -3.111 -0.70 -0.31 -1.05
C -2.107 -2.288 -4.071 0.15 0.79 0.27
C -1.946 -2.817 -5.371 0.02 0.03 0.34
C -0.865 -3.645 -5.708 -0.12 -0.07 0.64
C 0.043 -3.974 -4.701 -0.12 0.25 0.48
C -0.079 -3.440 -3.397 0.67 0.44 0.85
S -0.975 -1.540 -1.447 -1.12 -0.78 -0.61
H -2.142 -1.137 -0.587 0.71 -1.53 -1.92
H -2.938 -1.619 -3.797 0.36 -0.45 -0.50
H -2.659 -2.583 -6.158 -0.09 0.07 0.39
H -0.753 -4.078 -6.721 -0.13 0.45 0.74
H 0.864 -4.653 -4.918 -0.10 0.15 0.18
H 0.673 -3.633 -2.612 -0.37 -0.18 -0.68
N -1.084 -3.015 2.122 0.29 -0.02 0.11
C -1.035 -1.875 2.898 -0.10 -0.71 -1.39
C -1.361 -1.871 4.252 0.22 0.31 0.46
C -1.018 -0.742 4.974 -0.26 0.09 -0.26
C -0.508 0.392 4.327 0.28 1.05 -1.33
C -0.437 0.384 2.938 -0.49 -0.40 1.48
N -0.713 -0.744 2.221 0.32 0.40 0.80
H -0.293 -3.187 1.483 -0.76 0.25 0.50
H -1.382 -3.855 2.609 0.15 0.14 -0.17
H -1.796 -2.767 4.700 0.31 0.33 0.00
H -1.157 -0.674 6.037 -0.09 -0.27 0.34
H -0.198 1.322 4.829 -0.35 -0.74 0.05
H -0.171 1.311 2.386 -0.23 -0.75 0.41
```
Positions in Å, forces in eV/Å.

Results
- HOMO level (eV) = -17.326
- charge = +3

Löwdin atomic charge list, values in e, 2 entries: atom 1 (Sc): 0.374, atom 2 (P): 0.809



A molecular structure, C5H4N2 in a non-equilibrium geometry, computed with ωB97M-V with the def2-TZVPD basis set.

XYZ file:
```
11
Properties=species:S:1:pos:R:3:forces:R:3
C 1.644 2.533 0.078 -1.95 0.80 -0.65
C 1.021 1.457 -0.044 2.37 3.91 -0.64
C 0.322 0.233 -0.270 0.75 2.90 4.16
C -0.201 -0.375 0.865 1.43 -0.38 1.04
C -0.777 -1.310 -1.011 -0.77 -3.89 0.42
H 1.791 3.766 0.045 -0.21 -4.35 0.30
H -0.152 -0.281 1.965 0.39 0.71 -1.03
H -1.571 -1.993 0.897 2.33 0.92 -1.18
H -1.288 -2.223 -1.513 1.11 2.26 0.07
N -0.718 -1.521 0.414 -4.07 -0.65 -2.00
N -0.069 -0.287 -1.425 -1.37 -2.22 -0.51
```
Positions in Å, forces in eV/Å.

Results
- HOMO level (eV) = -8.357

Löwdin atomic charge list, values in e, 2 entries: atom 1 (C): 0.058, atom 2 (C): -0.114